Record 1
Density functional theory data (wB97M-V/def2-TZVPD) for a cluster of 10 separate species, C5H33N2O10 in total at a distorted geometry.

Each line ends with the Löwdin charge.
Geometry (Å):
C 0.0632 -1.8464 0.7544  -0.23
N 0.0266 -2.1393 -0.7051  -0.07
C -1.4489 -2.0401 -1.0468  -0.23
C -2.3481 -2.9501 -0.2802  -0.14
C -3.3499 -2.1562 0.7183  -0.20
O -2.8022 -0.9001 1.0268  -0.14
C 1.4890 -1.3488 1.1173  -0.13
N 1.7754 -0.3406 -0.0006  0.20
H -0.1042 -2.6944 1.4624  0.14
H -0.6355 -1.0806 1.0226  0.06
H 0.3018 -3.0912 -0.9094  0.12
H -1.2981 -2.2386 -2.1675  0.12
H -1.8630 -0.9326 -1.0895  0.15
H -1.7302 -3.5738 0.3878  0.10
H -2.9027 -3.5660 -0.9644  0.10
H -4.2347 -1.9907 0.1459  0.10
H -3.6723 -2.5349 1.6681  0.11
H -3.3520 -0.2117 0.5473  0.13
H 1.9803 -2.2624 1.0770  0.10
H 1.4567 -0.9711 2.1750  0.11
H 1.7260 -0.8514 -0.9137  0.10
H 1.1053 0.4138 0.2119  0.17
H 2.6672 -0.0482 0.3068  0.12
H 2.8444 0.3329 3.6600  0.07
H 3.5099 -1.1342 3.5303  0.05
O 3.4033 -0.3027 3.0265  -0.13
H -0.8675 3.8484 -0.4238  0.02
H -0.3932 5.1857 0.3122  0.05
O -0.2349 4.5721 -0.3827  -0.03
H -1.5900 0.3093 3.2754  0.07
H -0.0375 0.1725 3.5601  0.08
O -0.7633 0.0280 2.7997  -0.13
H 1.5894 -1.9070 -2.3197  0.06
H 2.3804 -0.6876 -3.1298  0.04
O 2.4991 -1.5846 -2.7176  -0.13
H 1.6373 1.8141 -2.0970  0.06
H 3.0082 2.2451 -2.1779  0.00
O 2.5786 1.4847 -1.8881  -0.06
H -0.1156 -0.1954 -4.4065  -0.06
H 0.8582 -1.4154 -4.2583  0.03
O 0.4434 -0.6453 -3.9656  0.05
H 1.1484 2.0836 3.7294  0.02
H 1.3011 1.6288 5.2345  0.07
O 1.3765 1.4274 4.3137  0.00
H 0.5526 3.3042 -3.3741  0.08
H 0.5103 4.1952 -1.9879  -0.06
O 0.9824 3.7200 -2.5919  -0.03
H -3.5965 3.2293 -1.3516  0.12
H -3.0135 4.2538 -0.2778  0.02
O -2.8612 3.3923 -0.6358  -0.09

Output
* E_tot: -29166.5586 eV
* E_HOMO: -12.57 eV
* net charge: +1
* energy above the lowest of the compared OMol25 structures with the same formula, charge and spin: 6.0799 eV

---

Record 2
Density functional theory data (wB97M-V/def2-TZVPD) for the ion C5H6F2N2OP with charge +1 at a distorted geometry.

Each line ends with the Löwdin charge.
Geometry (Å):
C -0.4485 0.6130 -1.7676  -0.23
C -1.2319 1.3314 -0.9320  -0.07
C 0.7423 -0.0268 -1.2499  -0.11
C 1.3894 -0.3504 -0.0360  -0.19
C -0.1878 -0.2456 1.8183  -0.28
N 1.0748 -0.4275 1.3225  0.08
N -0.6950 0.5942 -3.1362  0.11
O -2.0469 1.7920 -0.2657  0.24
F 1.5466 -0.2791 -2.2833  0.12
F 2.6283 -0.9149 -0.2287  0.08
P -0.3846 -0.2338 3.6106  0.93
H 1.8689 -0.9114 1.7736  0.19
H -1.5064 1.0174 -3.6538  0.16
H -0.3241 -0.1670 -3.5928  0.07
H -0.9963 0.2211 1.2165  0.08
H 0.2367 -1.4598 3.8170  -0.07
H -1.6655 -0.5527 3.5876  -0.11

Output
* E_tot: -25022.0876 eV
* E_HOMO (spin up / spin down): -11.60 / -11.56 eV
* net charge: +1
* energy above the lowest of the compared OMol25 structures with the same formula, charge and spin: 3.5891 eV